Entry 1:
The following is a DFT calculation (ωB97M-V/def2-TZVPD) of a structure of composition C34H44BCsGe2N5OS2 in a non-equilibrium geometry.

XYZ file:
```
90
C34H44BCsGe2N5OS2 ωB97M-V/def2-TZVPD
Cs -0.276 -0.132 -1.618
B 2.408 3.557 -1.037
N 2.944 2.110 -1.165
C 4.168 1.769 -1.592
C 4.339 0.411 -1.406
C 3.129 0.005 -0.840
N 2.304 1.035 -0.706
N 1.297 3.812 -2.100
C 1.397 4.595 -3.178
C 0.195 4.559 -3.875
C -0.605 3.711 -3.111
N 0.086 3.274 -2.066
H 3.312 4.303 -1.291
H 1.943 3.697 0.049
H 4.852 2.502 -1.972
H 5.202 -0.184 -1.647
H 2.839 -0.985 -0.528
H 2.299 5.139 -3.384
H -0.063 5.090 -4.772
H -1.626 3.414 -3.263
C -4.466 -2.225 0.725
C -3.267 -1.396 0.282
Ge -2.823 0.144 1.524
C -3.923 1.753 0.971
C -5.303 1.761 1.607
C -3.327 -0.442 3.360
C -2.219 -0.414 4.120
Ge -0.777 0.360 2.934
C 0.875 -0.770 2.638
C 1.775 -0.957 3.850
C -0.308 2.275 3.351
C -0.139 2.649 4.814
C -2.107 -0.818 5.513
C -3.087 -1.591 6.145
C -2.979 -1.922 7.481
C -1.889 -1.490 8.221
C -0.903 -0.735 7.608
C -1.003 -0.420 6.266
H -4.578 -3.096 0.078
H -5.388 -1.646 0.674
H -4.342 -2.574 1.748
H -3.452 -0.991 -0.715
H -2.401 -2.055 0.219
H -3.995 1.761 -0.116
H -3.387 2.653 1.264
H -5.845 0.849 1.368
H -5.890 2.614 1.262
H -5.211 1.828 2.691
H -4.296 -0.768 3.727
H 1.424 -0.267 1.842
H 0.556 -1.748 2.272
H 2.095 0.004 4.252
H 2.672 -1.512 3.570
H 1.259 -1.511 4.633
H -1.104 2.881 2.922
H 0.599 2.492 2.790
H -1.019 2.357 5.384
H -0.008 3.726 4.916
H 0.735 2.168 5.247
H -3.933 -1.937 5.572
H -3.746 -2.518 7.957
H -1.809 -1.734 9.270
H -0.050 -0.389 8.177
H -0.221 0.153 5.783
S -0.708 1.672 -6.522
C 0.769 1.257 -5.962
N 1.593 2.090 -5.306
C 2.752 1.498 -4.675
C 3.114 0.290 -5.527
S 1.521 -0.313 -6.199
H 1.199 2.948 -4.920
H 2.515 1.186 -3.649
H 3.568 2.227 -4.632
H 3.589 -0.504 -4.957
H 3.735 0.565 -6.381
O -0.676 3.214 0.326
C -0.952 2.585 -0.609
C -0.110 -2.711 -2.674
C 0.560 -3.528 -3.295
C 1.329 -4.459 -4.024
C 2.165 -4.022 -5.063
C 2.929 -4.913 -5.784
C 2.892 -6.268 -5.489
C 2.065 -6.720 -4.469
C 1.294 -5.834 -3.748
H 2.191 -2.965 -5.298
H 3.556 -4.551 -6.591
H 3.498 -6.964 -6.053
H 2.027 -7.778 -4.240
H 0.644 -6.187 -2.957
```

Results
Maximum force   2.5 eV Å⁻¹
Orbital gap   6.8 eV
Energy above the lowest of the compared OMol25 structures with the same formula, charge and spin   25.3 kcal/mol
Highest occupied orbital energy   -4.787 eV
2S+1   1
Total charge   -1

---

Entry 2:
The following is a DFT calculation (ωB97M-V/def2-TZVPD) of a structure of composition C34H44BF3N7NiS.

XYZ file:
```
91
C34H44BF3N7NiS ωB97M-V/def2-TZVPD
Ni 0.333 0.023 -0.337
C -1.093 2.518 -4.566
C -0.206 2.463 -3.368
C 1.024 3.058 -3.179
C 1.413 2.698 -1.878
N 0.494 1.915 -1.339
N -0.509 1.768 -2.257
B -1.873 1.139 -1.818
N -2.135 1.511 -0.344
N -1.305 1.110 0.670
C -1.856 1.528 1.800
C -3.053 2.217 1.525
C -3.191 2.177 0.158
C -4.279 2.738 -0.697
C -1.285 1.296 3.181
C -2.305 0.490 3.997
C -1.064 2.658 3.851
C 0.034 0.542 3.148
N -1.901 -0.413 -1.936
N -1.421 -1.184 -0.917
C -1.627 -2.448 -1.249
C -2.273 -2.514 -2.493
C -2.419 -1.204 -2.896
C -3.006 -0.680 -4.164
C -1.240 -3.587 -0.336
C -0.392 -3.090 0.833
C -0.445 -4.626 -1.133
C -2.524 -4.229 0.205
C 2.657 3.132 -1.137
C 2.976 4.581 -1.525
C 3.821 2.218 -1.539
C 2.450 3.070 0.376
H -0.659 3.185 -5.310
H -2.091 2.879 -4.316
H -1.201 1.533 -5.020
H 1.551 3.681 -3.881
H -2.736 1.592 -2.515
H -3.727 2.678 2.228
H -5.007 3.244 -0.065
H -4.792 1.955 -1.257
H -3.890 3.456 -1.419
H -3.264 1.008 4.066
H -1.928 0.329 5.009
H -2.480 -0.484 3.536
H -1.994 3.227 3.919
H -0.344 3.252 3.285
H -0.674 2.518 4.862
H -0.052 -0.418 2.640
H 0.367 0.354 4.173
H 0.813 1.101 2.632
H -2.577 -3.391 -3.039
H -3.549 -1.477 -4.670
H -2.224 -0.331 -4.839
H -3.690 0.149 -3.984
H 0.528 -2.612 0.493
H -0.112 -3.938 1.462
H -0.942 -2.372 1.446
H 0.464 -4.199 -1.557
H -1.037 -5.028 -1.959
H -0.168 -5.459 -0.481
H -3.137 -3.493 0.730
H -2.274 -5.032 0.903
H -3.121 -4.653 -0.605
H 3.257 4.665 -2.577
H 3.812 4.947 -0.925
H 2.116 5.230 -1.350
H 4.005 2.268 -2.615
H 3.599 1.181 -1.278
H 4.735 2.515 -1.018
H 1.610 3.701 0.680
H 3.352 3.434 0.876
H 2.257 2.056 0.715
F 9.357 -1.739 0.966
C 8.641 -1.536 2.090
F 9.243 -0.532 2.761
F 8.812 -2.646 2.847
C 7.199 -1.255 1.808
C 6.480 -0.402 2.634
C 5.133 -0.187 2.397
C 4.482 -0.822 1.336
C 5.221 -1.678 0.509
C 6.566 -1.891 0.746
C 3.095 -0.591 1.073
C 1.936 -0.371 0.776
H 6.973 0.097 3.458
H 4.564 0.478 3.034
H 4.723 -2.160 -0.322
H 7.127 -2.549 0.096
S 2.594 -3.010 -3.231
C 1.791 -1.769 -2.497
N 1.224 -0.892 -1.977
```

Results
Maximum force   0.5 eV Å⁻¹
Expectation value of S²   2.005
Orbital gap (spin up / spin down)   7.3 / 7.3 eV
Energy above the lowest of the compared OMol25 structures with the same formula, charge and spin   4.2 kcal/mol
Highest occupied orbital energy (spin up / spin down)   -4.954 / -4.961 eV
2S+1   3
Total charge   -1

---

Entry 3:
The following is a DFT calculation (ωB97M-V/def2-TZVPD) of a structure of composition C34H44BiGeIOSi in a non-equilibrium geometry.

XYZ file:
```
83
C34H44BiGeIOSi ωB97M-V/def2-TZVPD
Bi 1.742 -0.828 -1.658
I 4.705 -1.824 -1.407
C 4.110 -2.493 0.504
C 4.943 -3.392 1.100
C 4.711 -3.781 2.438
C 3.697 -3.208 3.144
C 2.839 -2.254 2.542
C 1.855 -1.603 3.331
C 1.085 -0.617 2.795
C 1.191 -0.343 1.411
C 2.060 -1.017 0.577
C 2.992 -1.914 1.166
H 5.793 -3.795 0.568
H 5.369 -4.502 2.901
H 3.541 -3.455 4.185
H 1.781 -1.861 4.379
H 0.407 -0.036 3.408
H 0.727 0.581 1.060
C -4.706 -2.380 -1.083
C -3.500 -2.268 -1.891
C -2.633 -3.422 -2.080
C -3.198 -1.022 -2.582
Si -0.951 -0.758 0.475
O -0.411 -0.535 -0.978
C -1.873 0.586 1.286
C -2.298 0.524 2.621
C -2.952 1.603 3.191
C -3.197 2.745 2.436
C -2.778 2.821 1.115
C -2.110 1.751 0.543
C -1.233 -2.487 1.000
C -0.347 -3.498 0.605
C -0.605 -4.818 0.927
C -1.758 -5.149 1.633
C -2.649 -4.161 2.027
C -2.385 -2.832 1.717
H -5.542 -2.408 -1.803
H -4.886 -1.464 -0.513
H -4.745 -3.267 -0.458
H -3.086 -3.967 -2.929
H -2.652 -4.109 -1.235
H -1.621 -3.155 -2.377
H -3.152 -1.227 -3.661
H -2.174 -0.719 -2.317
H -3.907 -0.222 -2.384
H -2.101 -0.357 3.220
H -3.270 1.559 4.223
H -3.711 3.583 2.887
H -2.964 3.717 0.537
H -1.759 1.819 -0.481
H 0.555 -3.246 0.059
H 0.090 -5.595 0.636
H -1.956 -6.183 1.884
H -3.538 -4.423 2.585
H -3.083 -2.065 2.033
C 3.415 5.348 0.421
C 3.859 3.899 0.588
C 2.705 2.926 0.842
C 1.723 2.811 -0.328
Ge 2.429 1.826 -1.872
C 1.694 2.319 -3.620
C 0.170 2.190 -3.731
C -0.589 3.330 -3.056
C -2.093 3.253 -3.287
H 4.277 6.007 0.324
H 2.841 5.681 1.288
H 2.799 5.493 -0.467
H 4.544 3.831 1.435
H 4.424 3.581 -0.293
H 2.154 3.261 1.727
H 3.117 1.942 1.088
H 1.436 3.803 -0.682
H 0.786 2.328 -0.032
H 3.965 1.808 -1.887
H 2.188 1.681 -4.356
H 2.005 3.343 -3.844
H -0.174 1.241 -3.297
H -0.105 2.159 -4.788
H -0.218 4.281 -3.446
H -0.370 3.329 -1.983
H -2.318 3.286 -4.354
H -2.612 4.087 -2.816
H -2.514 2.326 -2.886
```

Results
Maximum force   1.1 eV Å⁻¹
Orbital gap   5.5 eV
Energy above the lowest of the compared OMol25 structures with the same formula, charge and spin   1.1 kcal/mol
Highest occupied orbital energy   -12.926 eV
2S+1   1
Total charge   +2

---

Entry 4:
The following is a DFT calculation (ωB97M-V/def2-TZVPD) of a structure of composition C34H44F5GdN3O2SSi2 in a non-equilibrium geometry.

XYZ file:
```
92
C34H44F5GdN3O2SSi2 ωB97M-V/def2-TZVPD
Gd 0.379 0.409 -0.323
C 1.695 3.066 3.243
N 0.497 3.108 2.434
C 0.555 4.165 1.444
C 1.507 3.784 0.306
C 0.864 3.914 -1.070
N -0.029 2.810 -1.381
C -0.914 3.044 -2.290
C -1.609 2.076 -3.077
C -2.682 2.480 -3.886
C -3.278 1.620 -4.772
C -2.772 0.323 -4.916
C -1.706 -0.096 -4.173
C -1.102 0.736 -3.188
O -0.136 0.307 -2.478
C -0.734 3.133 3.201
C -1.847 2.410 2.431
C -1.738 0.889 2.585
N -0.409 0.438 2.247
C 0.271 -0.086 3.202
C 1.629 -0.532 3.155
C 2.146 -1.234 4.253
C 3.444 -1.679 4.284
C 4.283 -1.419 3.197
C 3.822 -0.718 2.117
C 2.476 -0.262 2.032
O 2.074 0.366 0.994
H 1.834 3.980 3.850
H 2.562 2.952 2.594
H 1.655 2.204 3.906
H 0.856 5.129 1.903
H -0.447 4.299 1.030
H 1.792 2.732 0.435
H 2.413 4.391 0.329
H 1.666 3.874 -1.819
H 0.351 4.886 -1.171
H -1.101 4.091 -2.585
H -3.045 3.496 -3.785
H -4.118 1.942 -5.369
H -3.231 -0.353 -5.626
H -1.293 -1.089 -4.289
H -1.051 4.166 3.432
H -0.570 2.620 4.152
H -1.776 2.658 1.369
H -2.824 2.734 2.797
H -2.448 0.405 1.910
H -2.007 0.620 3.623
H -0.207 -0.220 4.188
H 1.482 -1.446 5.083
H 3.811 -2.234 5.134
H 5.300 -1.786 3.208
H 4.455 -0.518 1.265
F 4.444 -3.593 -4.722
C 4.098 -2.477 -4.042
C 3.035 -2.487 -3.143
F 2.330 -3.617 -2.948
C 2.712 -1.336 -2.457
F 1.712 -1.392 -1.514
C 3.362 -0.097 -2.647
S 2.910 1.302 -1.822
C 4.431 -0.133 -3.577
F 5.123 0.994 -3.825
C 4.797 -1.285 -4.237
F 5.838 -1.278 -5.096
C 1.345 -3.293 0.790
Si -0.569 -3.134 0.658
C -1.095 -4.766 -0.221
C -1.165 -3.245 2.479
C -1.172 -1.603 -0.254
Si -3.015 -1.295 -0.428
C -3.343 0.599 -0.660
C -3.833 -2.145 -1.949
C -4.186 -1.796 1.016
H 1.633 -3.914 1.636
H 1.805 -2.320 0.938
H 1.775 -3.735 -0.103
H -0.665 -5.655 0.229
H -0.770 -4.734 -1.255
H -2.175 -4.878 -0.225
H -1.169 -4.271 2.834
H -2.166 -2.853 2.596
H -0.509 -2.675 3.128
H -0.839 -1.764 -1.297
H -3.806 0.803 -1.619
H -2.391 1.138 -0.638
H -3.984 1.024 0.108
H -3.367 -1.785 -2.861
H -4.902 -1.955 -2.029
H -3.687 -3.220 -1.909
H -3.874 -1.375 1.966
H -4.210 -2.873 1.131
H -5.205 -1.463 0.834
```

Results
Maximum force   1.4 eV Å⁻¹
Expectation value of S²   15.968
Orbital gap (spin up / spin down)   6.2 / 6.8 eV
Energy above the lowest of the compared OMol25 structures with the same formula, charge and spin   4.3 kcal/mol
Highest occupied orbital energy (spin up / spin down)   -4.303 / -4.308 eV
2S+1   8
Total charge   -1

---

Entry 5:
The following is a DFT calculation (ωB97M-V/def2-TZVPD) of a structure of composition C34H44FN3O6Pd.

XYZ file:
```
89
C34H44FN3O6Pd ωB97M-V/def2-TZVPD
Pd 2.199 -0.392 -1.226
C -4.782 -2.663 -1.458
C -3.889 -2.139 -0.319
C -3.962 -3.103 0.876
C -4.419 -0.776 0.126
C -2.449 -2.059 -0.815
C -1.774 -0.897 -0.901
C -0.419 -0.894 -1.354
N 0.372 0.164 -1.552
C 0.180 1.485 -1.265
C -1.067 2.164 -1.247
C -1.114 3.475 -0.906
C 0.113 4.132 -0.583
C 1.354 3.555 -0.613
C 1.409 2.176 -0.981
O 2.531 1.534 -1.029
C 2.637 4.325 -0.285
C 3.563 4.329 -1.512
C 3.351 3.669 0.909
C 2.345 5.779 0.088
C -2.416 4.274 -0.873
C -2.358 5.395 -1.925
C -3.633 3.397 -1.167
C -2.593 4.893 0.522
C 0.268 -2.166 -1.599
O 1.515 -2.162 -1.815
C -0.486 -3.391 -1.589
C -1.786 -3.282 -1.210
C 0.174 -4.729 -1.939
C -0.834 -5.881 -1.901
C 0.758 -4.664 -3.361
C 1.286 -5.043 -0.922
H -5.823 -2.706 -1.127
H -4.489 -3.668 -1.771
H -4.723 -2.005 -2.329
H -4.990 -3.158 1.245
H -3.322 -2.758 1.692
H -3.652 -4.116 0.607
H -5.440 -0.891 0.497
H -4.449 -0.061 -0.701
H -3.814 -0.356 0.935
H -2.240 0.022 -0.594
H -1.960 1.654 -1.568
H 0.054 5.180 -0.320
H 3.862 3.320 -1.790
H 4.466 4.905 -1.288
H 3.065 4.795 -2.366
H 3.627 2.636 0.697
H 2.708 3.687 1.794
H 4.262 4.227 1.140
H 1.867 6.324 -0.731
H 3.289 6.280 0.310
H 1.713 5.854 0.977
H -2.222 4.978 -2.925
H -1.533 6.085 -1.731
H -3.288 5.972 -1.915
H -3.600 2.978 -2.177
H -4.540 4.002 -1.093
H -3.720 2.577 -0.447
H -1.790 5.593 0.764
H -2.609 4.116 1.291
H -3.537 5.441 0.568
H -2.370 -4.192 -1.168
H -1.650 -5.733 -2.615
H -1.257 -6.021 -0.903
H -0.320 -6.805 -2.172
H -0.029 -4.452 -4.090
H 1.208 -5.627 -3.616
H 1.527 -3.897 -3.444
H 0.872 -5.121 0.087
H 2.060 -4.278 -0.919
H 1.748 -6.001 -1.176
F 1.362 -4.227 4.530
C 2.310 -3.281 4.588
C 2.395 -2.343 3.646
N 3.363 -1.357 3.671
C 3.468 -0.310 2.639
C 2.883 -0.725 1.295
O 3.679 -0.778 0.295
O 1.653 -0.914 1.238
C 4.253 -1.259 4.727
O 5.079 -0.375 4.824
N 4.128 -2.260 5.672
C 3.222 -3.322 5.714
O 3.237 -4.136 6.608
H 1.699 -2.307 2.820
H 4.516 -0.062 2.529
H 2.932 0.582 2.962
H 4.785 -2.211 6.436
```

Results
Maximum force   0.9 eV Å⁻¹
Orbital gap (spin up / spin down)   5.6 / 5.8 eV
Energy above the lowest of the compared OMol25 structures with the same formula, charge and spin   13.1 kcal/mol
Highest occupied orbital energy (spin up / spin down)   -8.125 / -8.242 eV
2S+1   1

---

Calculated total energy for the records above, in order: -6666.15901; -3936.44836; -4275.40556; -3879.07283; -2165.47870 hartree